Entry 1:
A molecular structure, C22H40Br8F6NO17S2Zr at a distorted geometry. Source: the OMol25 dataset; level of theory: wB97M-V/def2-TZVPD.

Geometry as ORCA input:
```
! RIJCOSX wB97M-V def2-TZVPD def2/J DEFGRID3
* xyz 1 1
Zr 16.5495 -11.4815 -26.3579
C 17.6263 -15.8221 -24.7206
F 18.0394 -17.1250 -25.0139
F 16.8695 -15.8430 -23.6682
F 18.5392 -14.9415 -24.4549
S 16.5873 -15.0764 -26.2507
O 16.3745 -16.1262 -27.2746
O 15.4009 -14.7191 -25.5513
N 17.3794 -13.4511 -26.7344
S 18.7325 -14.0708 -27.3578
O 19.8781 -13.1442 -27.2856
O 19.0112 -15.4666 -27.0848
C 18.4659 -13.9309 -29.3331
F 18.4624 -12.6408 -29.6848
F 19.5426 -14.4976 -29.9455
F 17.3661 -14.5583 -29.7060
C 15.0824 -10.5561 -30.3364
C 15.5309 -10.8763 -28.9213
O 15.5583 -10.0692 -27.9449
O 15.9820 -11.9831 -28.5671
H 15.6342 -11.1418 -31.0717
H 15.2077 -9.5104 -30.6174
H 14.0125 -10.7634 -30.3172
C 17.9551 -12.6195 -22.4967
C 17.5614 -12.2446 -23.8773
O 16.4178 -12.3088 -24.2766
O 18.2312 -11.6104 -24.7462
H 18.9876 -12.2821 -22.4055
H 17.7935 -13.6812 -22.3103
H 17.3225 -12.0665 -21.8024
Br 15.5444 -11.7505 -34.3548
C 17.0904 -12.9699 -34.1420
C 17.7183 -12.9920 -32.6703
Br 18.6728 -11.3159 -32.3557
H 17.9527 -12.6155 -34.7067
H 16.6792 -13.9109 -34.5075
H 18.3848 -13.8246 -32.4450
H 16.9111 -12.9316 -31.9404
Br 20.7997 -20.0715 -25.1473
C 22.1984 -19.0132 -26.2454
C 21.9061 -17.4980 -26.0560
Br 22.8717 -16.3450 -27.3043
H 22.1870 -19.3442 -27.2839
H 23.1156 -19.3554 -25.7661
H 22.1320 -17.2004 -25.0321
H 20.8604 -17.3799 -26.3401
Br 24.3614 -11.1635 -24.0929
C 22.7659 -12.2359 -23.6827
C 22.6656 -13.3864 -24.6662
Br 21.4478 -14.7944 -24.1741
H 21.8361 -11.6770 -23.5764
H 22.8259 -12.6799 -22.6891
H 23.6591 -13.8288 -24.7400
H 22.4958 -13.0074 -25.6740
Br 17.5046 -22.0043 -27.2408
C 16.9002 -20.2579 -26.7382
C 15.7316 -20.5253 -25.8312
Br 15.0881 -18.7384 -25.3579
H 16.5934 -19.9178 -27.7272
H 17.7770 -19.6840 -26.4382
H 16.0596 -20.9212 -24.8700
H 14.9188 -21.1110 -26.2604
C 21.8164 -13.4540 -31.6167
C 22.4583 -13.6793 -30.2681
C 23.9395 -13.5878 -30.2194
O 24.2713 -12.3951 -29.3818
C 23.1298 -12.2647 -28.6661
O 22.9438 -11.4789 -27.7405
O 22.0761 -12.8078 -29.3129
H 22.2016 -12.6073 -32.1849
H 20.7282 -13.3977 -31.5876
H 21.9458 -14.3208 -32.2648
H 22.1730 -14.6479 -29.8575
H 24.5143 -13.5184 -31.1428
H 24.4182 -14.4557 -29.7659
C 11.6231 -18.0180 -23.3856
C 11.4104 -16.5062 -23.4239
C 12.5061 -15.7675 -24.2535
O 11.8008 -15.2360 -25.3351
C 10.4750 -15.4392 -25.1874
O 9.6156 -14.9678 -25.8677
O 10.1971 -16.4011 -24.1965
H 10.8048 -18.5434 -22.8932
H 12.5196 -18.2352 -22.8050
H 11.8539 -18.4900 -24.3407
H 11.2598 -16.0060 -22.4672
H 13.2220 -16.3928 -24.7869
H 13.0674 -15.0611 -23.6419
O 14.4955 -12.1885 -26.2400
H 13.9688 -12.6628 -26.8834
H 13.8802 -11.9706 -25.5399
O 14.9423 -17.9953 -28.6635
H 14.2140 -18.1566 -28.0637
H 15.2506 -17.1180 -28.4363
O 18.3780 -10.5881 -27.2774
H 18.2492 -9.7252 -27.6711
H 19.3248 -10.6573 -27.1552
*
```

Properties
E_HOMO   -11.5729 eV
E_LUMO   -5.40 eV
Orbital gap   6.17 eV
Largest force on an atom   0.1380 Eh/bohr



Entry 2:
A molecular structure, C22H40CrO5SbSi3. Source: the OMol25 dataset; level of theory: wB97M-V/def2-TZVPD.

Geometry as ORCA input:
```
! RIJCOSX wB97M-V def2-TZVPD def2/J DEFGRID3
* xyz 0 2
Cr 1.5824 -0.3205 0.7267
O -1.6670 -1.4422 1.9369
C -0.4857 -1.4693 2.2074
O 0.4675 -1.7435 1.3470
C -0.0099 -1.2106 3.6331
C 1.3530 -1.8585 3.9111
C 1.6426 -1.8693 5.4158
C 2.0008 -0.3842 5.6714
C 1.8118 0.2062 4.2736
O 2.2619 -0.8573 3.4170
C 0.3091 0.2943 3.9357
C 0.0999 1.3225 2.8264
O -0.5156 2.3449 3.0729
O 0.6511 1.0890 1.6739
H -0.7904 -1.5697 4.3022
H 1.5244 -2.7941 3.3877
H 2.4818 -2.5255 5.6412
H 0.7816 -2.2089 5.9908
H 3.0352 -0.2764 5.9954
H 1.3592 0.0973 6.4077
H 2.3740 1.1128 4.0601
H -0.2644 0.6476 4.7893
C 3.6566 0.0867 1.0852
C 3.4721 -1.2923 0.7484
C 3.0371 -1.3568 -0.5933
C 2.9563 -0.0296 -1.0777
C 3.3439 0.8565 -0.0539
H 3.9642 0.4665 2.0443
H 3.6049 -2.1270 1.4164
H 2.7768 -2.2451 -1.1459
H 2.6533 0.2581 -2.0677
H 3.3349 1.9330 -0.1158
C -1.5954 3.4265 -0.2093
Si -2.3281 1.7193 -0.3803
C -3.6246 1.6195 -1.7358
C -3.1407 1.1710 1.1970
Sb -0.3892 0.2045 -1.1348
Si -1.5031 -1.9144 -2.0377
C -2.2392 -1.6182 -3.7404
C -2.8952 -2.4474 -0.9203
C -0.1303 -3.1847 -2.1040
Si 0.3476 1.3167 -3.3255
C 1.2513 0.0583 -4.3969
C 1.4968 2.7508 -2.9397
C -1.0739 2.0110 -4.3304
H -2.3718 4.1427 0.0726
H -1.1244 3.7788 -1.1289
H -0.8534 3.3991 0.5926
H -4.4653 2.2678 -1.4714
H -4.0112 0.6003 -1.8133
H -3.2610 1.9217 -2.7166
H -4.0386 1.7861 1.3209
H -2.5018 1.3327 2.0627
H -3.4321 0.1220 1.1728
H -3.0176 -0.8534 -3.6929
H -2.7088 -2.5439 -4.0864
H -1.5122 -1.3135 -4.4924
H -3.6985 -1.7063 -0.9326
H -2.5691 -2.5640 0.1119
H -3.3072 -3.3919 -1.2880
H 0.6649 -2.8594 -2.7796
H -0.4969 -4.1535 -2.4523
H 0.2920 -3.3105 -1.1045
H 2.0528 -0.4713 -3.8808
H 1.6945 0.5743 -5.2536
H 0.5664 -0.6954 -4.7867
H 2.4092 2.4566 -2.4198
H 0.9896 3.4935 -2.3207
H 1.7882 3.2375 -3.8749
H -1.8534 1.2753 -4.5277
H -0.6885 2.3615 -5.2923
H -1.5251 2.8660 -3.8231
*
```

Properties
E_HOMO (alpha / beta)   -8.2397 / -8.2304 eV
E_LUMO (alpha / beta)   0.07 / 0.36 eV
Orbital gap (alpha / beta)   8.31 / 8.59 eV
Largest force on an atom   0.0019 Eh/bohr
Energy above the lowest of the compared OMol25 structures with the same formula, charge and spin   0.00 kJ/mol



Entry 3:
A molecular structure, C22H40F4InN2O10P2SSi at a distorted geometry. Source: the OMol25 dataset; level of theory: wB97M-V/def2-TZVPD.

Geometry as ORCA input:
```
! RIJCOSX wB97M-V def2-TZVPD def2/J DEFGRID3
* xyz -1 1
In -10.7926 9.6902 9.3148
C -8.2679 5.7156 11.8404
N -7.8659 6.9459 11.0729
C -6.3562 6.8217 10.7504
C -8.1431 8.1018 11.9283
C -9.6786 8.3936 12.0050
N -10.0546 9.6173 11.2971
C -10.1989 10.7691 11.9863
C -9.4441 11.9374 11.7115
F -8.8631 12.1258 10.5118
C -9.4271 12.9130 12.7259
F -8.4687 13.9615 12.5333
C -10.3234 13.0018 13.7505
C -11.3122 11.9837 13.8749
F -12.3137 12.0547 14.7607
C -11.1772 10.8685 13.0319
F -11.9321 9.8695 13.4517
H -7.5262 5.5453 12.6212
H -9.2377 5.8067 12.3484
H -8.4148 4.9052 11.0762
H -5.7724 7.0751 11.6156
H -6.1540 5.7609 10.4166
H -6.0624 7.5568 10.0256
H -7.6044 7.9879 12.8972
H -7.5546 8.8994 11.4323
H -10.1211 7.5384 11.4715
H -9.9997 8.2431 13.0738
H -10.3180 13.8021 14.4342
O -8.9847 7.7994 9.0270
P -8.2136 8.8900 8.0697
O -6.7423 8.7551 8.1303
O -8.8376 10.2330 8.5460
O -8.7695 8.6127 6.6105
P -10.2378 9.0996 6.0656
O -10.0761 10.6613 5.8040
O -10.5982 8.3312 4.8552
O -11.1490 8.9973 7.3518
H -8.4348 7.3698 9.8857
H -9.6485 11.1691 6.5238
C -12.7174 5.9694 10.3728
C -12.8545 6.3258 8.8726
C -14.1470 5.7271 8.3575
C -11.6427 6.0399 7.9671
O -12.9591 7.7811 8.8582
Si -14.0848 8.9082 9.2096
S -13.0883 10.7680 9.4871
O -15.2084 9.0181 8.0406
C -15.4453 9.5652 6.7043
C -14.4211 8.9019 5.7917
C -15.2176 11.0689 6.6593
C -16.8562 9.1121 6.4059
O -14.9322 8.4297 10.4765
C -15.7940 9.0439 11.5382
C -15.2677 8.3460 12.8040
C -17.2201 8.5407 11.3082
C -15.5577 10.5269 11.5798
H -13.5308 5.2421 10.5956
H -12.9064 6.8017 11.0822
H -11.7593 5.4705 10.6639
H -13.9944 4.6757 8.2625
H -14.5594 6.1172 7.4002
H -14.8876 5.9142 9.1121
H -11.5269 4.9332 7.7448
H -10.6983 6.3865 8.3832
H -11.7264 6.6074 7.0510
H -13.4423 9.1043 6.2417
H -14.4291 9.2778 4.7617
H -14.5129 7.8348 5.7284
H -14.2244 11.2459 7.0610
H -15.8894 11.6108 7.3209
H -15.3075 11.4409 5.6286
H -16.8877 8.1460 6.9032
H -16.9228 8.8472 5.3575
H -17.6373 9.7891 6.7506
H -15.4292 7.2921 12.9212
H -15.7136 8.8049 13.7382
H -14.1469 8.5197 12.8431
H -17.1369 7.4587 11.3269
H -17.5558 8.7785 10.2913
H -17.9826 8.8724 12.0590
H -14.4891 10.8277 11.7877
H -16.2241 11.0242 12.2746
H -15.7684 10.9457 10.5701
*
```

Properties
E_HOMO   -5.8171 eV
E_LUMO   2.35 eV
Orbital gap   8.16 eV
Largest force on an atom   0.0641 Eh/bohr
Energy above the lowest of the compared OMol25 structures with the same formula, charge and spin   103.27 kJ/mol



Entry 4:
A molecular structure, C22H40N8O2PdSi at a distorted geometry. Source: the OMol25 dataset; level of theory: wB97M-V/def2-TZVPD.

Geometry as ORCA input:
```
! RIJCOSX wB97M-V def2-TZVPD def2/J DEFGRID3
* xyz 0 3
Pd -0.4554 -0.6582 -0.4958
N -2.8888 -0.9922 -0.3092
N -3.0724 -2.3133 -0.7754
C -2.2011 -2.8010 -1.7915
O -2.6357 -3.6979 -2.4985
O -1.0421 -2.2601 -1.8453
H -3.2741 -0.9268 0.6233
H -3.3662 -0.3197 -0.9021
H -4.0284 -2.5863 -0.9435
C -0.5566 2.1514 -2.5973
N -0.7219 3.5659 -2.9139
C -0.0442 4.3528 -1.8797
N -0.5887 4.0867 -0.5445
C -0.4239 2.6667 -0.2604
N -1.0947 1.8107 -1.2637
C -2.5222 2.1820 -1.2691
N -2.7350 3.5945 -1.5631
C -2.1493 3.8890 -2.8743
C -2.0205 4.3911 -0.5609
H 0.5043 1.9103 -2.6340
H -1.0749 1.5491 -3.3462
H -0.1579 5.4145 -2.1050
H 1.0196 4.1037 -1.8839
H -0.8432 2.4442 0.7233
H 0.6420 2.4341 -0.2453
H -2.9498 1.9630 -0.2869
H -3.0325 1.5905 -2.0338
H -2.2756 4.9525 -3.0839
H -2.6710 3.3139 -3.6420
H -2.4443 4.1888 0.4251
H -2.1521 5.4495 -0.7915
N 5.4102 1.9685 -1.8157
C 4.6117 1.1869 -2.0841
C 3.6036 0.2189 -2.3845
C 3.7892 -0.7877 -3.3319
C 2.7576 -1.6830 -3.5403
C 1.5732 -1.5364 -2.8338
N 1.3925 -0.5628 -1.9375
C 2.3925 0.2770 -1.7021
H 4.7180 -0.8564 -3.8812
H 2.8646 -2.4924 -4.2483
H 0.7283 -2.2002 -2.9792
H 2.2447 1.0201 -0.9283
C 1.8334 0.3555 2.1076
Si 0.5449 -0.9852 1.6342
C 1.4781 -2.6948 1.6437
C 2.0634 -3.0221 3.0187
C 2.6222 -2.6051 0.6256
C 0.5430 -3.8262 1.1928
C -0.8438 -0.8154 2.9934
C -0.2785 -0.7467 4.4144
C -1.5874 0.4986 2.7147
C -1.8275 -1.9897 2.8971
H 2.3085 0.1104 3.0607
H 1.3562 1.3324 2.2160
H 2.6204 0.4466 1.3556
H 2.7330 -2.2348 3.3737
H 2.6443 -3.9490 2.9551
H 1.2808 -3.1728 3.7639
H 3.2828 -1.7539 0.8146
H 2.2146 -2.5209 -0.3805
H 3.2282 -3.5162 0.6697
H -0.2223 -4.0465 1.9368
H 1.1226 -4.7418 1.0318
H 0.0437 -3.5682 0.2548
H 0.4059 0.0956 4.5362
H 0.2574 -1.6581 4.6817
H -1.0986 -0.6195 5.1305
H -0.9332 1.3593 2.8798
H -2.4488 0.6011 3.3841
H -1.9415 0.5421 1.6806
H -1.3907 -2.8934 3.3242
H -2.0997 -2.2124 1.8614
H -2.7409 -1.7713 3.4630
*
```

Properties
E_HOMO (alpha / beta)   -7.1802 / -8.7508 eV
E_LUMO (alpha / beta)   -0.36 / -0.98 eV
Orbital gap (alpha / beta)   6.82 / 7.77 eV
Largest force on an atom   0.0206 Eh/bohr



Entry 5:
A molecular structure, C22H41BN6O3SSiW at a distorted geometry. Source: the OMol25 dataset; level of theory: wB97M-V/def2-TZVPD.

Geometry as ORCA input:
```
! RIJCOSX wB97M-V def2-TZVPD def2/J DEFGRID3
* xyz 2 3
H 0.5567 3.1095 -1.9296
N 0.3026 1.5861 -3.3677
B -0.0987 0.2282 -5.5040
N 0.3046 1.5429 -4.7657
C 0.5663 2.7731 -5.2225
W -0.0721 -0.1197 -2.3793
H 0.5911 2.9398 -6.2927
C 0.7329 3.6397 -4.1343
H 0.9307 4.6956 -4.1705
C 0.5561 2.8772 -2.9806
H -0.0427 0.3528 -6.6924
C -1.4650 -1.9431 -1.1495
H -1.1950 -2.3667 -0.1802
H -0.5452 -2.0141 -1.8273
H -2.2568 -2.5086 -1.6615
N -1.5409 -0.1429 -5.0118
N 0.8923 -0.8948 -5.0415
N -1.7971 -0.2816 -3.6469
N 1.0150 -1.2031 -3.6757
C -2.6958 -0.2999 -5.6797
C 1.7344 -1.6768 -5.7258
H -2.7046 -0.2131 -6.7564
H 1.7871 -1.5907 -6.8017
C -3.7155 -0.5633 -4.7679
C 2.4063 -2.5255 -4.8391
C -3.1243 -0.5595 -3.5017
C 1.9453 -2.2200 -3.5617
H -4.7545 -0.7306 -4.9808
H 3.1278 -3.2781 -5.0981
H -3.5533 -0.7415 -2.5274
H 2.1797 -2.6156 -2.5823
H -1.8708 -0.9497 -0.9390
C -1.3182 -2.6294 2.5325
C -1.9820 -1.2613 2.5529
C -3.3104 -1.2415 1.8065
C -2.2008 -0.8520 3.9984
O -1.1212 -0.2450 1.8746
Si 0.4631 0.1378 1.6935
S 1.0540 0.2259 -0.3647
O 0.8729 1.6230 2.2899
C 0.0347 2.5576 3.0343
C -1.3047 2.7088 2.3298
C -0.1328 2.0449 4.4548
C 0.7632 3.8949 3.0322
O 1.3375 -0.9906 2.5346
C 2.7560 -0.9231 2.9146
C 3.6417 -0.6475 1.7076
C 2.9382 0.1601 3.9643
C 3.0794 -2.2877 3.5070
H -1.9720 -3.3453 3.0583
H -0.3508 -2.5941 3.0473
H -1.1744 -3.0067 1.5161
H -3.9873 -1.9941 2.2370
H -3.7864 -0.2559 1.8983
H -3.1885 -1.4770 0.7432
H -1.2621 -0.8954 4.5643
H -2.6456 0.1481 4.0788
H -2.9030 -1.5710 4.4476
H -1.8715 1.7712 2.3508
H -1.8952 3.4898 2.8299
H -1.1504 3.0070 1.2860
H 0.8325 1.9743 4.9715
H -0.7754 2.7455 5.0082
H -0.6064 1.0553 4.4623
H 1.7386 3.8333 3.5278
H 0.9060 4.2616 2.0090
H 0.1585 4.6337 3.5743
H 3.4877 0.3653 1.3148
H 4.6911 -0.7311 2.0286
H 3.4740 -1.3808 0.9100
H 2.2880 -0.0302 4.8278
H 3.9831 0.1502 4.3093
H 2.7147 1.1495 3.5486
H 2.4620 -2.4880 4.3906
H 2.9342 -3.0892 2.7736
H 4.1311 -2.3066 3.8183
*
```

Properties
E_HOMO (alpha / beta)   -14.5280 / -14.7620 eV
E_LUMO (alpha / beta)   -8.60 / -7.78 eV
Orbital gap (alpha / beta)   5.93 / 6.98 eV
Largest force on an atom   0.0787 Eh/bohr
Energy above the lowest of the compared OMol25 structures with the same formula, charge and spin   0.00 kJ/mol



Entry 6:
A molecular structure, C22H41BN7PPt at a distorted geometry. Source: the OMol25 dataset; level of theory: wB97M-V/def2-TZVPD.

Geometry as ORCA input:
```
! RIJCOSX wB97M-V def2-TZVPD def2/J DEFGRID3
* xyz 2 5
H 0.1810 -2.5811 2.0174
N -1.6008 -1.4333 1.5945
B -4.0637 -0.7256 1.7101
N -2.7415 -1.2229 2.3674
C -2.5380 -1.7004 3.6326
Pt -1.5326 -1.0318 -0.4959
H -3.3012 -1.6449 4.3682
C -1.2552 -2.2678 3.6652
H -0.8344 -2.7981 4.4925
C -0.7226 -2.1073 2.3715
H -4.9666 -0.6604 2.4866
C -1.5784 -0.8164 -2.3819
H -0.5685 -0.8695 -2.7561
H -1.8889 0.2194 -2.4154
H -2.2534 -1.4457 -2.9188
N -4.3389 -1.6722 0.5031
N -3.6823 0.6497 1.0800
N -3.3559 -1.8968 -0.4436
N -2.6425 0.7069 0.1617
C -5.3546 -2.5746 0.2834
C -4.1720 1.8933 1.2999
H -6.1735 -2.6505 0.9659
H -5.0031 2.0449 2.0131
C -4.9850 -3.3672 -0.8294
C -3.4499 2.7994 0.5119
C -3.7239 -2.9117 -1.2309
C -2.4798 1.9968 -0.1875
H -5.5308 -4.2239 -1.1899
H -3.5670 3.8487 0.4312
H -3.0988 -3.3497 -1.9962
H -1.6906 2.2993 -0.8580
H -0.5291 -2.2413 -1.0558
C 3.2948 2.0644 1.2910
C 1.9005 1.4283 1.2049
C 1.7226 0.4061 2.3346
C 0.8165 2.4997 1.4065
P 1.6194 0.5690 -0.4502
N 0.0388 0.3578 -0.5077
C 2.0874 1.7334 -1.8667
C 3.6087 1.7708 -2.0652
C 1.3889 1.2653 -3.1535
C 1.5823 3.1555 -1.5871
C 2.6112 -1.0451 -0.6102
C 1.9403 -2.1491 0.2022
C 2.6313 -1.5027 -2.0787
C 4.0634 -0.8864 -0.1060
H 3.4059 2.4711 2.3081
H 3.4273 2.8977 0.5912
H 4.1064 1.3425 1.1401
H 1.7334 0.9462 3.2954
H 0.7481 -0.0923 2.2502
H 2.5178 -0.3500 2.3755
H 1.0132 3.4171 0.8459
H -0.1586 2.1026 1.1035
H 0.7678 2.7559 2.4736
H 4.0175 0.8190 -2.4186
H 3.8251 2.5266 -2.8344
H 4.1427 2.0705 -1.1558
H 0.3184 1.1291 -2.9610
H 1.5113 2.0432 -3.9224
H 1.7995 0.3355 -3.5591
H 0.5106 3.1535 -1.3469
H 2.1435 3.6641 -0.7950
H 1.7164 3.7465 -2.5069
H 0.8729 -2.2180 -0.0589
H 2.4193 -3.1095 -0.0422
H 2.0318 -1.9905 1.2803
H 3.2676 -0.8775 -2.7159
H 3.0498 -2.5204 -2.1167
H 1.6161 -1.5559 -2.4910
H 4.1212 -0.7087 0.9756
H 4.5918 -1.8338 -0.3008
H 4.6199 -0.0964 -0.6244
*
```

Properties
E_HOMO (alpha / beta)   -11.8386 / -14.5672 eV
E_LUMO (alpha / beta)   -5.71 / -10.53 eV
Orbital gap (alpha / beta)   6.13 / 4.04 eV
Largest force on an atom   0.0898 Eh/bohr



Number 1: E -659350.21922 eV. Number 2: E -92296.44567 eV. Number 3: E -100266.44418 eV. Number 4: E -50835.34894 eV. Number 5: E -59768.30089 eV. Number 6: E -47101.25123 eV.